22
Properties=species:S:1:pos:R:3:forces:R:3 method="wB97M-V/def2-TZVPD" e_homo_ev="-13.21 / -13.20" gap_ev="10.326 / 5.084" de_lowest_kcal_mol=36.6 lumo_energy_ev="-2.9 / -8.1" charge=+1 multiplicity=2
C 1.4879 -0.1421 0.0647 -1.0 -1.1 -0.1
N 0.4092 -0.7466 -0.7704 0.9 2.5 -1.7
C 0.7934 -1.4376 -1.9523 0.9 -1.5 0.7
N -0.2910 -2.0418 -2.6129 -0.6 -0.6 0.1
C 0.9967 0.4764 1.3532 -0.2 -0.1 0.4
C -0.1214 1.5420 1.3155 1.6 0.0 0.1
C -1.4821 0.9646 1.1031 -0.5 0.7 -0.6
C -2.5811 1.4530 1.6553 0.1 0.2 0.4
H 2.1474 -0.9798 0.2782 0.4 0.2 -0.1
H 1.9446 0.5893 -0.6143 0.2 0.0 0.1
H -0.3020 -0.0525 -1.0545 -0.4 -0.6 0.9
H 1.2634 -0.7372 -2.6584 0.1 0.7 0.1
H 1.6584 -2.0962 -1.7152 -0.3 -0.1 0.1
H 0.0554 -2.6619 -3.3401 -0.4 0.2 0.0
H -0.9189 -2.5525 -1.9892 0.3 0.1 -0.3
H 1.9064 0.7416 1.9011 -0.1 0.7 -0.2
H 0.6111 -0.3014 1.9838 -0.2 -0.8 0.2
H 0.1831 2.3555 0.6495 -0.4 -0.2 -0.5
H -0.0437 2.0452 2.2703 -0.4 0.0 0.4
H -1.6351 0.2188 0.3328 0.1 -0.3 0.1
H -2.5056 2.2826 2.3502 -0.1 -0.1 0.1
H -3.5761 1.0807 1.4495 0.1 -0.1 -0.1